The molecule C11H12NOPS at a distorted geometry. Source: OMol25; level of theory: the ωB97M-V functional and the def2-TZVPD basis.

Positions of all 27 atoms, in Å:
N  -1.0311  -0.3720  2.8715
C  -0.5972  0.3876  2.1220
C  0.2113  1.1207  1.1747
C  1.5296  1.3757  1.8613
C  2.3862  2.1596  0.8739
C  2.9266  1.2372  -0.2067
S  1.7730  0.8080  -1.6567
P  0.8024  -0.4465  -0.2419
O  1.5532  -1.4770  0.4537
C  -0.7719  -1.0051  -0.9211
C  -1.4071  -0.5237  -2.0400
C  -2.6571  -0.9251  -2.3424
C  -3.3643  -1.7998  -1.5118
C  -2.7278  -2.3183  -0.3986
C  -1.4163  -2.0193  -0.1089
H  -0.3137  1.8881  0.6236
H  2.0362  0.4665  2.0565
H  1.4062  1.7366  3.0042
H  1.8230  3.0398  0.5908
H  3.3205  2.6227  1.2219
H  3.7271  1.8139  -0.6323
H  3.2341  0.2842  0.2835
H  -0.9466  0.0428  -2.8565
H  -3.2928  -0.4975  -3.0616
H  -4.2000  -2.0980  -2.0995
H  -3.1423  -3.2013  0.1797
H  -0.8612  -2.2998  0.7607

Force components x, y, z for each atom (eV/Å):
-0.3 0.3 0.0
-0.2 -0.6 -0.2
0.5 -3.1 -0.7
0.3 2.0 2.2
0.4 0.5 0.9
-0.7 0.2 -0.5
0.2 -0.6 1.7
-2.4 3.0 -0.3
0.9 -0.7 0.6
0.1 -1.5 1.4
1.4 0.9 -1.4
-1.9 -0.7 1.9
1.7 0.5 -1.2
-0.7 -3.1 0.9
0.7 3.2 -1.3
0.2 0.3 0.0
0.2 -1.3 0.0
0.1 0.1 -2.7
-0.2 0.0 -0.9
-0.3 -0.4 0.9
0.6 -0.5 -0.6
0.2 0.7 -0.7
0.4 0.4 0.9
0.1 0.5 -1.6
-1.4 -0.8 1.1
0.1 1.4 -0.7
-0.1 -0.7 0.4

Calculated values
ΔE to the lowest compared entry with this formula, charge and spin = 0.0 kJ/mol
SMILES = N#C[C@H]1CCCS[P@]1(=O)c1ccccc1
HOMO energy = -9.335 eV
E = -35262.1412 eV

Results of the Löwdin charge analysis, in e, for atoms 1 through 6: 0.1678 -0.2827 -0.2608 -0.2545 -0.2743 -0.4897

A structure of composition C11H13BClNSn at a distorted geometry. Source: OMol25; level of theory: the ωB97M-V functional and the def2-TZVPD basis.

Positions of all 28 atoms, in Å:
C  0.5929  -1.4474  -2.8330
C  -0.8244  -1.1835  -2.8300
C  -1.3848  -1.7401  -1.6481
H  -1.3721  -0.6458  -3.6049
C  -0.3370  -2.4331  -0.9484
C  0.8670  -2.2632  -1.6917
H  1.8278  -2.7064  -1.4554
H  1.3055  -1.1375  -3.5845
H  -2.4146  -1.6685  -1.3080
H  -0.4653  -2.9981  -0.0249
Sn  0.7509  1.0563  -1.3132
Cl  2.2490  2.7809  -2.0134
C  -1.7447  1.4092  2.1653
C  -2.1458  0.1212  2.6128
C  -3.0296  -0.4149  1.6257
H  -1.7909  -0.3858  3.5104
C  -3.3646  0.6217  0.7131
C  -2.4942  1.7220  0.9830
H  -2.3627  2.5975  0.3541
H  -0.9527  2.0248  2.5835
H  -3.4914  -1.4036  1.6490
H  -4.0979  0.5642  -0.0970
B  4.5505  1.3833  1.4180
C  3.2408  0.9364  0.7778
N  2.2271  0.6221  0.2573
H  4.3737  2.5358  1.7866
H  5.4046  1.3612  0.5493
H  4.8829  0.6912  2.3664

Force components x, y, z for each atom (eV/Å):
-0.7 0.2 0.5
0.0 -0.3 0.6
1.1 -0.2 -0.6
0.2 0.0 0.3
0.2 0.6 -1.0
-0.7 0.2 0.6
0.0 0.2 0.1
0.0 -0.2 -0.2
0.3 0.1 -0.1
0.1 0.3 -0.2
-1.6 -1.5 0.4
0.7 0.8 -0.6
-0.6 -0.2 -0.5
0.3 0.0 -1.1
-0.8 0.8 0.8
0.1 0.0 -0.3
1.1 0.0 0.0
-0.1 -0.7 0.6
-0.1 0.1 0.2
-0.2 0.0 0.1
0.0 0.2 0.1
0.4 -0.1 0.1
1.1 0.6 0.6
-3.1 -1.1 -1.4
2.8 0.6 1.4
0.0 -0.1 0.0
-0.1 0.0 0.0
-0.2 -0.1 -0.2

Calculated values
ΔE to the lowest compared entry with this formula, charge and spin = 11.4 kJ/mol
HOMO energy = -0.390 eV
E = -32137.3135 eV
charge = -2

Results of the Löwdin charge analysis, in e, for atoms 1 through 6: -0.3346 -0.3010 -0.1880 0.0621 -0.1708 -0.2354

The molecule C11H13BO3 at a distorted geometry. Source: OMol25; level of theory: the ωB97M-V functional and the def2-TZVPD basis.

Positions of all 28 atoms, in Å:
B  -1.8219  -0.0657  -0.7293
C  3.4012  -1.5129  0.3873
C  2.4697  -1.3106  1.4058
C  3.3348  -0.7486  -0.7761
C  1.4193  -0.4448  1.2056
C  2.3949  0.3290  -0.8572
C  1.4244  0.4668  0.0693
C  -0.8697  1.4525  0.7369
C  0.3353  1.3309  -0.1924
C  0.4011  2.5959  -1.0099
C  -3.4257  -1.4179  0.7475
C  -3.2219  -1.0178  -0.7101
O  -0.7972  2.0209  1.7792
O  -1.9810  0.9837  0.2291
O  -0.7431  -0.2340  -1.3957
H  4.2400  -2.2044  0.5017
H  2.6421  -1.7582  2.3917
H  4.0629  -0.9581  -1.6879
H  0.5333  -0.3121  1.9469
H  2.6701  1.0668  -1.5918
H  -0.4797  3.1659  -0.9403
H  0.6275  2.4622  -1.9633
H  1.2003  3.1868  -0.5308
H  -4.2613  -2.0750  0.7654
H  -2.6276  -2.0121  1.0220
H  -3.7315  -0.6054  1.4900
H  -3.0097  -1.8746  -1.1859
H  -4.1864  -0.5094  -1.1074

Force components x, y, z for each atom (eV/Å):
-3.6 -1.2 -0.3
0.5 0.4 -0.9
-0.1 0.2 0.7
0.6 0.2 -1.4
-1.8 1.6 0.3
3.5 -1.4 -1.0
-0.6 -1.7 2.1
0.3 -0.5 -0.7
-2.1 -0.2 -0.7
0.7 -0.2 4.2
-2.4 1.9 0.1
-0.2 4.9 1.5
0.5 0.6 0.9
-0.1 0.3 0.5
2.2 1.5 0.4
-0.4 0.1 0.1
-0.4 -0.2 -0.6
-1.5 0.7 2.3
1.9 -0.4 -1.2
-0.8 0.1 -0.5
-1.2 0.5 0.1
1.2 -0.8 -4.2
-0.1 -0.1 -0.2
-0.9 -0.8 0.2
1.9 -0.9 1.2
1.0 -0.9 -1.1
0.4 -3.0 -2.3
1.8 -0.8 0.4

Calculated values
ΔE to the lowest compared entry with this formula, charge and spin = 100.1 kJ/mol
HOMO energy = -8.938 eV
E = -18435.9446 eV

Results of the Löwdin charge analysis, in e, for atoms 1 through 6: -0.6808 -0.0782 -0.0799 -0.0475 0.0325 -0.0173

A structure of composition C11H13BaN3OS at a distorted geometry. Source: OMol25; level of theory: the ωB97M-V functional and the def2-TZVPD basis.

Positions of all 30 atoms, in Å:
C  4.2907  -0.0449  0.7740
C  3.2574  -0.5799  -0.2073
C  1.8475  -0.2873  0.2818
N  0.8087  -0.8146  -0.6773
C  -0.3564  -0.0393  -0.6866
C  -0.4543  1.1090  -1.4619
S  0.9654  1.5745  -2.4289
C  -1.6132  1.9194  -1.4619
C  -2.6947  1.5348  -0.7061
C  -2.6506  0.3673  0.0845
N  -3.7405  0.0498  0.8349
C  -3.6131  -1.0201  1.5467
O  -4.6785  -1.4640  2.2434
C  -2.4373  -1.8387  1.5428
N  -1.3918  -1.5414  0.8481
C  -1.4861  -0.4086  0.0931
H  4.3211  1.0396  0.7577
H  4.0454  -0.3501  1.7849
H  5.2752  -0.4239  0.5385
H  3.3835  -0.1444  -1.1936
H  3.3558  -1.6574  -0.2734
H  1.7096  -0.7404  1.2582
H  1.6914  0.7812  0.4237
H  0.5467  -1.7243  -0.3111
H  1.8802  1.9502  -1.5140
H  -1.6570  2.8375  -2.0291
H  -3.5865  2.1363  -0.6964
H  -4.5339  -1.3019  3.1839
H  -2.4397  -2.7436  2.1279
Ba  -0.0449  1.8251  -4.6765

Force components x, y, z for each atom (eV/Å):
-0.2 0.0 -0.2
-0.3 0.1 0.6
0.2 -0.1 -0.6
-0.1 0.4 0.7
0.2 -0.4 -0.2
0.2 0.0 -0.2
1.9 -0.3 4.3
-0.4 -0.4 0.4
0.3 0.5 -0.6
0.0 0.3 -0.2
0.3 -0.1 -0.1
-0.6 -0.2 0.0
0.2 0.3 0.0
0.2 -0.1 0.0
0.1 0.1 -0.1
0.1 -0.1 -0.1
0.1 0.2 0.0
0.0 -0.1 0.2
0.3 0.0 0.0
0.2 -0.1 -0.3
0.1 -0.2 -0.3
-0.2 -0.1 0.2
0.0 0.2 0.0
0.0 -0.2 -0.2
0.1 0.0 0.0
0.0 0.3 0.0
-0.2 0.1 0.1
-0.2 -0.2 0.2
0.1 -0.2 0.2
-2.0 0.2 -3.8

Calculated values
HOMO energy = -14.852 eV
E = -29648.2285 eV
charge = +2

Results of the Löwdin charge analysis, in e, for atoms 1 through 6: -0.0898 -0.2516 -0.2045 0.0211 -0.2410 -0.5413

A structure of composition C11H13ClN2O2Os at a distorted geometry. Source: OMol25; level of theory: the ωB97M-V functional and the def2-TZVPD basis.

Positions of all 30 atoms, in Å:
Cl  -2.1510  0.9361  -1.4244
C  0.5606  -2.1330  -2.1102
C  1.7277  -1.3581  -1.7064
C  1.6660  -0.0958  -2.3329
H  2.5612  -1.7323  -1.1099
C  0.4615  0.0057  -3.0756
C  -0.2480  -1.2671  -2.9573
H  -1.0862  -1.5609  -3.5835
H  0.4328  -3.2089  -1.9838
H  2.4052  0.7012  -2.2777
C  -0.0079  1.1967  -3.8169
Os  -0.5480  -0.8318  -0.8015
C  0.1522  -2.0055  0.5050
C  -2.2090  -1.4744  -0.2350
O  0.5437  -2.6659  1.3820
O  -3.2275  -1.8466  0.1937
H  0.5411  2.0796  -3.4739
H  -1.0674  1.3752  -3.6094
H  0.1130  1.0758  -4.8984
C  1.1017  0.7048  3.9399
N  -0.0289  1.1115  3.0879
C  -1.1688  1.8044  3.7082
C  -0.0860  0.7782  1.8435
N  -0.2287  0.6636  0.6763
H  0.8490  0.9835  4.9634
H  2.0173  1.2252  3.6272
H  1.2603  -0.3814  3.8753
H  -1.2953  2.7955  3.2507
H  -2.0901  1.2178  3.5716
H  -0.9503  1.9070  4.7722

Force components x, y, z for each atom (eV/Å):
0.1 -0.3 -0.4
0.7 -0.1 -1.2
-0.2 -0.5 -0.1
0.3 0.6 -0.4
-0.3 0.1 -0.2
-0.2 -0.5 -0.6
1.6 0.3 -1.0
0.0 0.0 0.3
0.1 0.3 -0.1
-0.2 -0.3 0.1
0.0 0.3 0.2
-0.3 2.1 1.4
2.0 -3.3 4.0
-7.5 -2.7 2.9
-1.3 2.4 -3.2
4.0 1.3 -1.8
0.0 -0.1 -0.3
0.2 -0.1 -0.3
0.1 0.0 0.1
0.7 -0.3 -0.1
0.1 -0.6 -0.4
-0.8 0.4 -0.1
-0.3 1.1 -0.1
1.3 -0.3 1.1
0.2 -0.1 -0.2
-0.3 -0.1 0.1
-0.1 0.4 0.1
0.0 -0.3 0.2
0.3 0.2 0.1
-0.1 0.0 -0.3

Calculated values
<S²> = 6.03
ΔE to the lowest compared entry with this formula, charge and spin = 0.0 kJ/mol
multiplicity = 5
HOMO energy (spin up / spin down) = -14.539 / -16.773 eV
E = -33660.3044 eV
charge = +2

Results of the Löwdin charge analysis, in e, for atoms 1 through 6: 0.3678 -0.2192 -0.0799 -0.0164 0.1442 -0.3145

A structure of composition C11H13Cr2F7MgN3O18P2S2 at a distorted geometry. Source: OMol25; level of theory: the ωB97M-V functional and the def2-TZVPD basis.

Positions of all 59 atoms, in Å:
Cr  15.5811  -0.7604  15.9010
Cr  16.8431  0.2735  12.6711
Mg  13.6593  3.3469  13.1785
O  15.7342  -1.4412  17.6664
H  15.7703  -2.1391  18.3161
C  15.9757  3.2859  9.2261
F  15.7822  2.1012  8.7023
F  17.0359  3.8733  8.6843
F  14.9640  4.1394  8.9697
S  16.1594  3.1986  11.0801
O  16.8749  1.9906  11.3641
O  16.8387  4.4186  11.4133
O  14.8246  3.1069  11.6685
C  12.7523  0.2235  10.3146
F  12.9940  1.4080  9.7347
F  11.4727  -0.1223  10.3364
F  13.4090  -0.6802  9.5748
S  13.5395  0.2127  12.0115
O  13.0274  -0.9690  12.6453
O  14.9548  0.1637  11.6879
O  13.1449  1.4622  12.6779
P  15.9802  1.8201  14.8976
O  15.6702  0.3733  14.3489
O  16.0710  1.0930  16.3014
O  14.8107  2.6735  14.4717
O  17.2326  1.7488  13.9574
P  18.2708  -1.5802  14.0591
O  17.2501  -1.4946  15.2849
O  18.5538  -3.0221  13.7495
O  18.6346  -0.3866  13.1386
O  16.8345  -1.5156  13.1446
C  10.8138  4.1680  17.6201
C  11.1302  2.6802  17.6678
O  11.8014  2.4553  16.4585
C  11.7755  3.5446  15.6871
O  12.1201  3.5482  14.5456
O  11.1116  4.5500  16.2711
F  9.9216  2.0172  17.5299
H  11.4638  4.7095  18.3083
H  9.7690  4.3922  17.8039
H  11.6469  2.2675  18.5259
C  11.0358  -0.6439  15.1598
C  12.3788  -0.4011  15.6449
N  13.4763  -0.3348  15.9413
H  10.7792  0.1095  14.4141
H  10.2918  -0.7018  15.9478
H  11.0604  -1.5681  14.5809
C  18.0766  4.9781  14.3124
C  19.1993  5.2025  13.4117
N  20.1018  5.3601  12.7200
H  17.2686  4.4378  13.8198
H  17.6709  5.9416  14.6173
H  18.3879  4.3053  15.1102
C  14.4463  7.6670  12.4041
C  14.4309  6.3711  13.0623
N  14.4139  5.3513  13.5886
H  14.9503  8.3171  13.1226
H  13.4651  8.0719  12.1767
H  15.0222  7.5936  11.4830

Force components x, y, z for each atom (eV/Å):
2.7 1.2 -0.2
1.2 -3.0 1.5
0.5 -1.1 0.4
-0.7 0.3 -0.1
0.1 -0.2 -0.4
0.0 1.0 1.0
-0.3 -0.1 -0.4
0.5 -0.5 0.0
-0.6 -0.5 -0.2
0.9 0.3 1.3
0.8 -0.5 -1.2
-0.2 0.3 -0.4
-0.6 0.8 -1.5
1.9 -0.5 0.4
-1.0 0.1 0.0
-0.2 0.7 -0.1
-0.3 -0.1 0.0
1.1 -0.7 0.8
-0.6 0.2 -0.2
-1.1 0.3 -0.8
-1.3 -0.2 -0.5
0.7 -7.1 -2.0
-4.6 -2.5 -1.6
0.3 3.5 2.1
1.2 1.5 2.2
0.8 4.5 1.4
-8.0 -2.5 -3.7
2.7 0.7 2.5
2.9 1.1 1.4
4.2 1.5 1.8
-2.5 1.2 -2.8
0.6 0.4 0.4
-1.5 0.0 -1.0
1.0 0.0 0.4
-1.4 -0.4 -0.2
0.3 0.5 -0.5
0.6 -0.2 0.2
0.1 -0.3 0.4
-0.1 0.2 -0.1
0.0 -0.2 0.1
0.2 0.0 -0.1
-0.1 0.1 -0.7
-0.3 -0.4 -0.2
0.4 -0.1 0.3
0.0 0.2 0.2
0.1 0.1 0.1
0.1 -0.1 0.2
-0.3 -0.3 -0.3
0.0 -0.3 -0.2
0.0 0.2 0.1
0.2 0.0 -0.4
0.2 -0.1 0.5
0.1 0.4 0.3
0.6 0.1 0.3
-0.4 -0.3 -0.2
-0.5 0.5 -0.4
0.0 0.3 -0.3
-0.2 -0.3 0.2
0.1 0.0 0.1

Calculated values
<S²> = 12.12
ΔE to the lowest compared entry with this formula, charge and spin = 0.0 kJ/mol
multiplicity = 7
HOMO energy (spin up / spin down) = -3.958 / -4.448 eV
E = -174512.0327 eV
charge = -1

Results of the Löwdin charge analysis, in e, for atoms 1 through 6: 0.9536 0.9065 0.6321 -0.4164 -0.0463 -0.6564